DFT (wB97M-V/def2-TZVPD) results for a molecular structure, C50H66ClI2N2OP2SiSn.

```
126
Properties=species:S:1:pos:R:3:forces:R:3:lowdin_charge:R:1
H -2.2762 5.9803 -0.1177 0.003 0.022 -0.007 0.118
H -6.3317 0.6425 0.2207 0.029 -0.032 0.000 0.105
H 0.9653 -0.2730 -6.4520 -0.019 0.022 -0.014 0.117
H -2.9718 2.0898 6.3950 0.009 -0.007 0.001 0.113
C 5.6817 -1.6402 0.4725 -0.027 0.011 0.045 -0.059
O -1.9418 0.0814 1.1789 -0.114 -0.054 -0.181 -0.417
H 2.7763 -1.3789 -2.9568 0.004 -0.022 0.014 0.104
C -5.5663 0.0584 0.7204 0.021 0.112 0.056 -0.120
C -4.2465 0.4869 0.6733 0.097 -0.054 -0.036 -0.171
C -0.8821 2.0281 5.8280 -0.022 -0.037 -0.069 -0.185
H 5.1132 4.6733 -0.7461 -0.017 0.012 0.006 0.112
C 1.5062 -0.7813 2.7035 -0.061 -0.194 0.126 -0.236
C -2.6194 -2.6480 -1.1287 0.019 0.018 -0.091 -0.134
H 1.6245 2.8811 -3.6550 -0.024 0.028 0.066 0.084
C -3.8239 -0.8742 -1.9888 0.043 0.042 0.013 -0.258
C -3.2268 -0.2606 1.2906 -0.020 -0.229 0.068 -0.457
H -2.5777 0.8715 5.1873 -0.024 0.001 0.016 0.114
H 0.4332 -0.6848 2.5155 0.078 -0.055 0.031 -0.036
C 4.5305 1.9557 2.8281 0.026 0.200 -0.021 -0.061
C 2.7710 4.0803 3.2824 0.037 0.008 0.107 -0.055
H -1.5853 3.5024 0.0900 0.021 -0.066 -0.018 0.085
Sn -0.8895 0.0657 -0.6491 -0.511 0.257 -0.164 0.961
C 4.2465 4.3652 -1.3331 -0.011 -0.025 -0.047 -0.189
H 3.3844 4.9003 -0.9192 0.016 -0.004 0.021 0.101
C 3.3086 2.2381 -2.4080 0.085 -0.126 -0.037 -0.450
H 4.4468 5.0573 4.1875 0.001 -0.015 -0.007 0.113
H 3.4753 2.6441 -0.2833 -0.040 -0.024 0.110 0.078
N -3.1681 1.4190 -1.3572 -0.114 -0.047 0.141 -0.114
C 2.3226 2.9256 2.6468 -0.177 0.161 -0.005 -0.390
C 4.5675 -1.1251 1.1176 0.027 0.017 0.062 -0.105
C 2.3398 3.2894 -2.9404 0.018 0.049 -0.127 -0.231
H 5.0461 -0.5033 -2.6401 -0.016 -0.013 0.025 0.100
H -1.3608 4.7294 -2.0527 0.031 -0.010 0.003 0.112
H -4.7538 2.3454 -0.2434 -0.019 -0.033 -0.086 0.131
H 2.1041 4.9136 3.4630 0.017 -0.008 -0.001 0.101
H 1.7796 -1.8120 2.4678 -0.003 0.062 0.049 0.033
H 0.5586 1.4362 -6.3876 0.008 -0.015 0.000 0.112
C 2.3493 -0.4640 -3.3729 -0.115 -0.034 -0.050 -0.419
H 1.2926 4.3729 0.5642 0.079 -0.070 -0.059 0.108
C -3.8660 1.7218 -0.0889 0.043 -0.052 -0.073 -0.143
H -3.4344 0.7442 -3.2977 -0.005 0.049 -0.026 0.131
H 5.0110 2.3531 -1.0726 -0.020 -0.018 0.025 0.116
C -2.3694 1.8993 5.5053 0.043 0.049 -0.010 -0.193
H -1.2939 5.0226 2.0415 0.010 0.009 0.034 0.106
H 0.2422 1.2514 -3.9018 -0.054 -0.022 -0.010 0.088
H 0.9223 -1.6820 -4.4083 -0.011 0.019 -0.003 0.127
C 4.4076 4.7589 -2.7982 -0.046 0.011 0.018 -0.188
C -0.3802 6.4844 0.7652 -0.019 -0.030 -0.020 -0.184
C 4.9715 3.1026 3.4698 -0.024 -0.031 -0.033 -0.054
I -7.8663 -1.8030 1.3289 -0.039 0.000 0.026 0.878
C -2.7573 2.8568 4.3821 0.057 -0.012 -0.006 -0.181
C -0.5858 3.7605 -0.2779 0.024 0.107 0.061 -0.239
H 6.7244 -1.7753 -1.3971 -0.032 0.013 0.018 0.114
H -2.0719 1.5717 2.7915 0.009 0.097 0.003 0.093
C -4.8120 -3.0530 -1.9492 -0.013 -0.010 0.012 -0.026
H 4.4341 -1.3388 2.1775 0.014 0.004 -0.041 0.111
C -4.9317 -1.8282 2.0636 0.002 0.064 -0.029 -0.220
H -3.1477 2.2837 0.5089 -0.093 0.079 0.041 0.085
C -0.2899 5.2699 1.6908 0.159 0.103 -0.004 -0.199
H -4.9503 0.8898 -2.4105 -0.028 -0.021 -0.008 0.129
C 5.8556 -1.3876 -0.8792 -0.009 0.000 -0.043 -0.050
H 1.0299 1.8709 4.8223 0.005 -0.021 -0.013 0.110
H -3.5437 -4.5721 -1.0854 0.001 0.023 0.012 0.118
H 6.0028 3.1793 3.7894 -0.018 0.014 0.002 0.113
H 5.2471 4.2047 -3.2278 -0.014 -0.002 0.011 0.115
C -0.0327 1.7848 4.5789 -0.036 0.069 0.032 -0.202
C 0.9016 -0.7932 -3.7667 0.042 0.099 -0.066 -0.243
H -3.8164 2.7553 4.1377 0.002 -0.009 -0.008 0.114
H -0.7758 7.3375 1.3184 0.002 0.008 0.005 0.116
H -2.2187 3.2606 2.3283 0.014 -0.009 -0.008 0.085
H 1.7532 3.6394 -2.0929 -0.147 0.093 0.138 0.082
H -2.6014 3.8892 4.7168 -0.042 0.004 -0.002 0.118
C 2.4832 0.9459 -5.5314 -0.006 -0.029 0.037 -0.186
C 3.6224 -0.3596 0.4194 -0.004 -0.172 0.009 -0.309
H -1.6939 -2.9740 -0.6709 -0.020 0.015 -0.007 0.033
Si 2.4492 0.3722 1.6343 -0.586 0.441 -0.112 0.782
H -0.2066 2.8885 -0.8124 0.076 0.018 -0.099 0.033
C 1.0173 0.6217 -5.8225 0.031 0.035 0.048 -0.189
C 3.1945 1.8704 2.4241 0.485 -0.275 0.090 -0.315
C -3.6154 -1.3968 2.0191 0.102 0.041 -0.058 -0.631
H 6.3976 -2.2404 1.0196 -0.015 0.026 -0.018 0.113
H 2.5522 1.9285 -5.0595 0.018 -0.078 -0.079 0.077
C -0.4178 2.7635 3.4629 -0.213 -0.364 -0.077 -0.413
H -0.5975 1.3179 6.6069 0.007 0.024 0.000 0.115
P 0.6676 2.5643 1.9774 0.291 0.278 0.037 1.144
C 3.7696 -0.1466 -0.9479 0.083 -0.086 -0.148 -0.382
H 2.4737 5.3412 -3.5994 0.004 -0.024 -0.002 0.109
C 0.3048 4.0734 0.9333 -0.176 -0.126 -0.172 -0.399
C -1.2520 6.1844 -0.4505 0.039 -0.028 0.012 -0.193
C 4.0445 2.8459 -1.1954 0.084 0.028 -0.073 -0.198
H 0.2670 5.2217 -1.6168 0.101 -0.019 -0.065 0.101
Cl 0.4890 -1.9597 -0.1156 0.077 -0.066 -0.036 0.009
H -0.6770 3.0319 6.2164 0.006 -0.018 0.015 0.119
H 0.3248 -1.0749 -2.8865 -0.008 -0.027 0.060 0.015
I -2.1432 -2.5104 2.9854 -0.029 0.009 0.005 0.965
H -0.2194 0.7669 4.2251 0.037 -0.036 0.008 0.098
N -2.6930 -1.3458 -1.4467 0.100 -0.187 0.184 0.005
C 4.9023 -0.6608 -1.5781 0.056 -0.008 0.003 -0.068
H -2.9140 2.2963 -1.7948 0.126 -0.021 -0.020 0.108
C -3.8977 0.6000 -2.3186 0.038 -0.024 0.122 -0.141
H -0.2402 3.7852 3.8175 0.054 0.006 -0.015 0.112
H -1.2972 7.0533 -1.1090 -0.017 -0.006 -0.001 0.114
C -1.9092 2.5956 3.1372 -0.003 -0.034 0.114 -0.204
C -5.9060 -1.1035 1.3917 0.033 -0.032 -0.002 -0.748
H 1.7043 -0.5546 3.7529 -0.002 -0.009 0.018 0.050
H 0.2995 5.5278 2.5719 0.015 -0.011 -0.028 0.094
H 4.1635 0.2103 -4.4028 -0.008 -0.037 -0.004 0.089
H 3.2409 -1.0351 -5.2147 0.014 0.010 -0.007 0.124
H 3.0417 1.0150 -6.4669 0.000 0.016 -0.006 0.117
C 3.1126 4.4541 -3.5739 0.000 0.008 0.039 -0.174
C 0.2457 0.3509 -4.5319 0.047 -0.060 0.028 -0.212
H -5.6488 -3.7120 -2.1427 0.016 0.011 0.002 0.120
H 4.6579 5.8170 -2.8846 0.024 -0.017 -0.026 0.110
P 2.4253 0.6908 -1.8857 0.238 0.190 0.138 1.077
C -0.7132 4.9720 -1.2052 -0.098 -0.037 0.119 -0.189
H -5.7980 -1.2933 -2.6965 0.034 -0.009 0.022 0.125
C 3.1456 -0.1071 -4.6396 -0.011 0.016 -0.005 -0.194
H 4.0394 1.9853 -3.1840 -0.011 0.061 0.013 0.110
H 0.6269 6.7581 0.4311 -0.008 0.020 0.013 0.119
H 3.3501 4.2114 -4.6129 -0.002 0.016 0.003 0.108
C -3.6522 -3.5331 -1.3626 -0.037 0.012 -0.046 -0.027
C -4.8957 -1.7081 -2.2646 -0.032 0.005 0.009 -0.006
H -5.1881 -2.7294 2.6044 0.003 0.025 -0.009 0.084
H 5.2284 1.1504 2.6270 -0.050 0.006 0.023 0.104
H -0.7986 0.1113 -4.7524 0.019 0.006 -0.005 0.108
C 4.0933 4.1608 3.6942 -0.034 -0.010 -0.025 -0.050
```
Forces are in eV/Å.

Computed properties:
orbital gap	6.71	eV
LUMO level	-3.13	eV
total charge	+1
F_max	0.0144	Eh/bohr
2S+1	1
E_HOMO	-9.85	eV